Arrangement A

Molecular formula: ClH4NSi
Method: DFT, ωB97M-V/def2-TZVPD

The geometry in ORCA input format:
```
! wB97M-V def2-TZVPD RIJCOSX def2/J DEFGRID3
* xyz 0 1
Cl -1.13 1.51 1.91
Si 0.79 -0.32 -0.87
N -0.42 -0.78 0.13
H -0.91 0.53 1.17
H 0.98 -0.07 -2.30
H -1.40 -1.24 0.14
H 2.08 0.36 -0.19
*
```

Values from the calculation:
Highest occupied orbital energy, eV: -10.2
SMILES string: N=[SiH2].Cl
LUMO energy, eV: -0.7

Arrangement B

Molecular formula: ClH4NSi
Method: DFT, ωB97M-V/def2-TZVPD

The geometry in ORCA input format:
```
! wB97M-V def2-TZVPD RIJCOSX def2/J DEFGRID3
* xyz 0 1
Cl 0.29 -1.71 2.08
Si 1.12 -1.27 0.28
N -0.64 -0.20 -0.73
H 1.93 -0.11 0.65
H -0.99 -0.90 -1.42
H -1.39 -0.03 -0.13
H 1.18 -2.51 -0.51
*
```

Values from the calculation:
Highest occupied orbital energy, eV: -8.9
LUMO energy, eV: 0.4

Computed relative energies in units of kcal/mol: arrangement A 31.7; arrangement B 0.0

Arrangement A

Molecular formula: C5H14
Method: DFT, ωB97M-V/def2-TZVPD

The geometry in ORCA input format:
```
! wB97M-V def2-TZVPD RIJCOSX def2/J DEFGRID3
* xyz -1 2
C 2.35 0.47 -1.36
C 1.44 0.35 1.02
C 2.47 -0.19 0.02
C -2.67 -1.05 0.15
C -2.92 0.48 0.19
H 2.02 1.51 -1.35
H 3.27 0.41 -1.95
H -2.32 1.03 -0.53
H -1.90 -1.37 0.86
H -3.60 -1.58 0.34
H 3.48 -0.06 0.42
H 1.87 1.14 1.64
H 1.60 -0.05 -1.97
H -2.80 0.70 1.26
H 1.24 -0.44 1.75
H 2.23 -1.24 -0.16
H 0.49 0.68 0.61
H -3.94 0.66 -0.15
H -2.31 -1.44 -0.80
*
```

Values from the calculation:
Highest occupied orbital energy (alpha / beta), eV: 1.5 / -7.9
⟨S²⟩: 0.7504
LUMO energy (alpha / beta), eV: 4.2 / 4.1

Arrangement B

Molecular formula: C5H14
Method: DFT, ωB97M-V/def2-TZVPD

The geometry in ORCA input format:
```
! wB97M-V def2-TZVPD RIJCOSX def2/J DEFGRID3
* xyz -1 2
C 1.40 0.54 0.21
C -0.60 -1.66 -1.69
C 0.30 1.57 0.17
C -0.35 1.66 1.53
C -0.77 -1.63 -0.13
H -1.00 0.83 1.48
H -0.15 -0.69 -1.95
H 0.55 2.52 -0.33
H -0.76 -2.66 0.24
H 0.31 1.65 2.42
H -1.63 -1.08 0.12
H -0.52 1.27 -0.51
H 0.12 -1.15 0.35
H -1.00 2.57 1.62
H -1.41 -2.12 -2.22
H 0.20 -2.39 -1.97
H 1.45 -0.21 1.01
H 2.40 0.98 0.41
H 1.47 0.00 -0.77
*
```

Values from the calculation:
Highest occupied orbital energy (alpha / beta), eV: 1.6 / -7.3
⟨S²⟩: 0.7503
LUMO energy (alpha / beta), eV: 4.2 / 4.2

Computed relative energies in units of kcal/mol: arrangement A 0.0; arrangement B 16.7

Arrangement A

Molecular formula: C8H14N
Method: DFT, ωB97M-V/def2-TZVPD

The geometry in ORCA input format:
```
! wB97M-V def2-TZVPD RIJCOSX def2/J DEFGRID3
* xyz 1 1
N 0.67 -0.68 1.59
C -1.43 0.20 -1.29
C 1.03 -0.08 -1.29
C -0.04 0.57 -0.86
C -2.99 -0.26 2.67
C -0.32 -0.11 2.69
C 1.64 -1.12 -2.17
C -1.67 -0.06 2.57
C 2.54 -0.12 -1.54
H 0.23 0.31 3.60
H -1.39 -0.45 -2.19
H -3.60 0.46 2.00
H 0.36 -0.40 0.51
H -2.05 -0.05 -0.44
H 3.31 -0.58 -0.84
H 1.57 -0.27 1.51
H 0.80 -1.69 1.76
H -3.32 -1.18 3.11
H 1.67 -2.16 -1.85
H -0.01 1.59 -0.53
H -1.96 1.17 -1.63
H 2.97 0.65 -2.13
H 1.39 -1.18 -3.26
*
```

Values from the calculation:
Highest occupied orbital energy, eV: -13.7
LUMO energy, eV: -3.3

Arrangement B

Molecular formula: C8H14N
Method: DFT, ωB97M-V/def2-TZVPD

The geometry in ORCA input format:
```
! wB97M-V def2-TZVPD RIJCOSX def2/J DEFGRID3
* xyz 1 1
N 1.90 -0.20 -0.71
C -0.27 2.83 0.55
C -0.40 -1.02 0.17
C 0.61 -1.97 -1.96
C 0.81 0.58 -1.42
C -1.73 0.07 2.15
C -0.31 1.40 0.65
C -0.72 0.22 1.00
C 0.60 -0.81 -1.01
H -0.06 3.32 1.40
H 1.05 -2.91 -1.58
H -1.39 -1.24 -0.15
H 2.19 0.21 0.13
H -2.45 0.96 2.02
H 2.70 -0.57 -1.22
H 0.00 -1.96 0.78
H -1.23 0.20 3.11
H 0.39 3.14 -0.19
H 1.46 -1.60 -2.70
H -0.31 -2.35 -2.33
H -1.26 3.17 0.15
H 1.14 0.94 -2.33
H -2.21 -0.99 2.18
*
```

Values from the calculation:
Highest occupied orbital energy, eV: -12.8
LUMO energy, eV: -4.1

Computed relative energies in units of kcal/mol: arrangement A 0.0; arrangement B 3.8

Arrangement A

Molecular formula: C5H16N2O2
Method: DFT, ωB97M-V/def2-TZVPD

The geometry in ORCA input format:
```
! wB97M-V def2-TZVPD RIJCOSX def2/J DEFGRID3
* xyz 0 1
O -2.80 0.61 -1.18
O -0.70 -0.40 -2.59
N -1.74 -1.97 -0.22
N 0.60 -1.65 -0.14
C 1.90 0.46 0.19
C 0.68 1.37 0.38
C -0.66 -1.71 0.39
C 0.30 1.56 1.84
C 1.68 -0.99 0.60
H 0.63 -1.50 -1.14
H 2.59 -1.57 0.44
H -0.17 0.95 -0.18
H -0.01 0.62 2.30
H 0.88 2.32 -0.11
H -2.62 1.30 -0.53
H -0.49 2.31 1.96
H 2.19 0.50 -0.86
H -0.69 -1.63 1.48
H -1.44 0.01 -2.10
H -3.02 -0.22 -0.68
H -0.72 -0.02 -3.48
H -1.69 -2.12 -1.22
H 1.47 -1.07 1.67
H 2.73 0.88 0.77
H 1.12 1.96 2.43
*
```

Values from the calculation:
Highest occupied orbital energy, eV: -8.8
SMILES string: [H]/N=C\NCCCC.O.O
LUMO energy, eV: 0.7

Arrangement B

Molecular formula: C5H16N2O2
Method: DFT, ωB97M-V/def2-TZVPD

The geometry in ORCA input format:
```
! wB97M-V def2-TZVPD RIJCOSX def2/J DEFGRID3
* xyz 0 1
O 0.11 1.14 2.61
O 3.05 0.30 1.16
N -2.26 0.37 0.30
N -1.33 0.49 -1.98
C 2.20 -0.87 1.13
C 0.89 -0.81 0.38
C 1.04 0.10 -0.92
C -2.32 -0.12 -1.13
C -0.03 -0.27 -1.98
H -1.29 1.49 -2.07
H -3.26 0.31 -1.53
H -2.39 -1.19 -1.17
H -3.16 0.71 0.58
H 0.83 1.14 -0.63
H -0.85 1.18 2.50
H 0.21 -0.03 -3.02
H 0.04 -0.43 0.94
H 2.43 1.04 1.21
H 2.07 0.06 -1.25
H 0.46 -1.83 0.16
H 2.06 -1.16 2.15
H 2.85 -1.69 0.75
H -1.46 0.98 0.38
H 0.28 0.45 3.25
H -0.14 -1.35 -1.82
*
```

Values from the calculation:
Highest occupied orbital energy, eV: -8.5
SMILES string: NCNCCCCO.O
LUMO energy, eV: 0.7

Computed relative energies in units of kcal/mol: arrangement A 0.0; arrangement B 46.7

Arrangement A

Molecular formula: C31H34BFO3S
Method: DFT, ωB97M-V/def2-TZVPD

The geometry in ORCA input format:
```
! wB97M-V def2-TZVPD RIJCOSX def2/J DEFGRID3
* xyz 0 1
S -0.12 -0.99 2.58
F 5.31 -0.85 -0.57
O 4.70 -3.72 -0.64
O -1.85 2.75 -1.23
O -0.72 3.52 0.70
C -2.57 0.19 3.17
C 3.30 1.08 1.75
C -2.00 4.24 0.66
C -2.85 3.48 -0.46
C 2.02 0.82 1.23
C -1.32 -2.33 0.70
C 0.08 -1.83 0.91
C 0.76 -1.95 -2.23
C 1.19 -2.88 0.92
C 4.79 -4.25 -1.99
C -1.63 5.67 0.27
C -2.57 4.21 2.05
C 0.16 -2.66 -3.29
C -1.19 -2.47 -3.57
C 1.83 -0.14 0.22
C 2.96 -0.48 -0.54
C -3.83 2.44 0.08
C -1.77 -0.68 2.28
C 2.37 -4.43 -0.51
C -1.25 -0.68 -1.94
C -1.90 -1.44 -2.93
C 0.00 -1.08 -1.44
C -2.28 -1.54 1.30
C -3.58 4.38 -1.43
C 2.31 -2.76 1.74
C 3.52 -3.28 1.32
C 0.39 -0.71 0.00
C 4.41 0.46 1.18
C 3.56 -3.91 0.06
C 4.22 -0.27 0.03
C 1.17 -3.90 -0.04
B -0.80 2.92 -0.47
H 3.40 1.73 2.61
H 4.17 -3.67 -2.68
H 2.40 -5.08 -1.39
H 0.23 -4.24 -0.48
H -3.35 1.68 0.72
H -1.89 4.75 2.73
H -3.55 4.70 2.07
H 4.46 -3.06 1.84
H -2.91 5.09 -1.91
H 1.17 1.40 1.60
H 0.76 -3.40 -3.82
H -2.95 -1.25 -3.16
H -4.29 1.92 -0.77
H 2.93 -0.86 -1.56
H -4.05 3.78 -2.20
H -1.71 -3.11 -4.28
H -3.35 -1.60 1.10
H -1.96 1.06 3.48
H 5.40 0.55 1.61
H 2.26 -2.22 2.69
H -2.86 -0.36 4.08
H -2.51 6.32 0.23
H -4.64 2.92 0.64
H -4.37 4.93 -0.91
H -3.48 0.54 2.68
H -0.27 0.14 0.23
H 1.80 -2.13 -2.01
H 4.49 -5.31 -2.02
H -2.67 3.19 2.43
H -1.50 -3.16 0.03
H 5.85 -4.14 -2.24
H -1.75 0.20 -1.52
H -0.94 6.08 1.02
H -1.12 5.71 -0.70
*
```

Values from the calculation:
Highest occupied orbital energy, eV: -4.8
LUMO energy, eV: -1.8

Arrangement B

Molecular formula: C31H34BFO3S
Method: DFT, ωB97M-V/def2-TZVPD

The geometry in ORCA input format:
```
! wB97M-V def2-TZVPD RIJCOSX def2/J DEFGRID3
* xyz 0 1
S -2.05 -3.22 -1.45
F 5.47 2.47 2.79
O 1.89 -3.91 3.54
O 0.57 1.72 -1.40
O -1.47 1.19 -0.41
C 0.34 -2.93 -2.34
C 1.38 -3.10 2.57
C 1.77 0.98 1.51
C 4.31 1.91 2.32
C -0.36 -2.82 -1.14
C -0.61 -2.74 1.30
C 1.58 -2.36 0.31
C 0.20 -2.61 0.15
C -0.43 -3.41 -3.43
C -2.50 0.46 -2.40
C 3.69 0.88 3.03
C -2.81 2.78 -1.42
C -2.81 -4.25 -3.95
C 2.41 0.45 2.64
C 3.73 2.43 1.18
C -1.82 1.66 -1.73
C -0.02 -2.89 2.54
C -0.01 1.39 -3.67
C -2.47 3.56 2.83
C 0.31 0.70 1.13
C 3.19 -4.50 3.33
C -2.71 2.19 2.97
C -1.79 1.23 2.54
C -0.31 3.61 -2.54
C 2.18 -2.57 1.53
C -1.76 -3.64 -3.10
C -1.27 3.97 2.24
C 2.50 1.91 0.77
C -0.60 1.65 1.91
C -0.33 3.03 1.83
C -0.43 2.10 -2.39
B -0.11 1.38 -0.27
H 1.93 -0.32 3.25
H -3.58 -3.51 -4.19
H 4.19 0.46 3.90
H -3.74 2.32 -1.07
H -2.37 -4.62 -4.88
H 3.25 -2.46 1.67
H -1.82 -0.40 -2.43
H -3.29 -5.10 -3.43
H 0.63 3.36 1.43
H -2.44 3.38 -0.58
H -3.65 1.85 3.42
H 2.12 2.26 -0.18
H -1.97 0.16 2.65
H -0.91 3.99 -3.37
H -1.69 -2.79 1.20
H 1.41 -2.74 -2.40
H -0.04 -3.59 -4.43
H 1.06 1.58 -3.87
H 3.29 -4.95 2.33
H -0.61 -3.04 3.44
H -0.58 1.73 -4.54
H -0.13 0.30 -3.61
H -1.04 5.03 2.12
H -2.85 0.69 -3.43
H 3.96 -3.74 3.46
H -3.38 0.18 -1.79
H -0.64 4.09 -1.60
H 2.18 -2.08 -0.56
H 4.17 3.26 0.64
H -3.07 3.43 -2.26
H 0.73 3.89 -2.72
H 3.25 -5.27 4.10
H 0.00 -0.34 1.25
H -3.19 4.29 3.18
*
```

Values from the calculation:
Highest occupied orbital energy, eV: -7.3
SMILES string: CC1(C)OB([C@H](c2ccccc2)c2ccc(F)cc2)OC1(C)C.COc1ccc(-c2ccc(C)s2)cc1
LUMO energy, eV: 0.4

Computed relative energies in units of kcal/mol: arrangement A 157.7; arrangement B 0.0

Arrangement A

Molecular formula: C5H7F2N
Method: DFT, ωB97M-V/def2-TZVPD

The geometry in ORCA input format:
```
! wB97M-V def2-TZVPD RIJCOSX def2/J DEFGRID3
* xyz 0 1
F -2.76 0.40 -0.62
F -1.87 -0.31 1.22
N 0.33 -1.42 -0.06
C 1.41 -0.47 0.08
C -0.51 1.11 -0.18
C -1.58 0.10 -0.04
C 0.76 0.88 0.56
C -0.72 -0.90 -0.80
H 2.17 -0.84 0.77
H -0.59 -0.76 -1.86
H -0.01 -1.72 0.85
H 1.46 1.70 0.38
H 0.57 0.80 1.64
H 1.88 -0.32 -0.90
H -0.54 1.75 -1.04
*
```

Values from the calculation:
Highest occupied orbital energy, eV: -8.5
LUMO energy, eV: 0.6

Arrangement B

Molecular formula: C5H7F2N
Method: DFT, ωB97M-V/def2-TZVPD

The geometry in ORCA input format:
```
! wB97M-V def2-TZVPD RIJCOSX def2/J DEFGRID3
* xyz 0 1
F 1.76 0.54 -0.77
F 2.53 1.27 1.06
N -1.69 -1.45 -0.70
C 2.17 -1.06 0.95
C -1.29 0.89 -0.24
C -1.12 2.07 -0.67
C -1.41 -0.32 0.20
C 2.15 0.14 0.44
H -1.94 2.80 -0.76
H -1.12 -0.72 1.25
H -2.25 -2.22 -0.27
H -1.95 -1.26 -1.58
H 1.58 -1.82 0.48
H 2.81 -1.24 1.81
H -0.22 2.39 -1.20
*
```

Values from the calculation:
Highest occupied orbital energy, eV: -8.3
SMILES string: C=C(F)F.C=C=CN
LUMO energy, eV: 0.9

Computed relative energies in units of kcal/mol: arrangement A 0.0; arrangement B 24.8